[1]
Entry from the Open Molecules 2025 dataset: a 9-piece molecular cluster, C36H76ClO32P4 overall at a distorted geometry (ωB97M-V/def2-TZVPD).

```
149
C36H76ClO32P4, DFT ωB97M-V/def2-TZVPD
Cl 0.5469 0.1607 2.8865
O 1.2368 -1.0374 2.6125
O 1.4607 1.2336 3.2488
O -0.3645 0.5404 1.8141
O -0.3158 -0.1340 4.0053
C 4.8756 0.6175 1.1200
C 3.7717 0.2879 0.1474
O 4.5448 -0.3318 -0.8478
C 5.9102 -0.4145 -0.5125
O 6.7769 -0.9149 -1.2652
O 6.0207 -0.1255 0.6981
H 4.5686 0.1979 2.0780
H 5.0764 1.6796 1.2606
H 3.3176 1.0498 -0.4862
H 3.0146 -0.4187 0.4876
C 3.7966 -3.5505 3.6670
C 5.1366 -2.9894 3.5364
O 5.4652 -2.9490 2.2071
C 4.6630 -3.9298 1.6059
O 4.7463 -4.1756 0.3958
O 3.7522 -4.3839 2.5101
H 3.0384 -2.7765 3.5474
H 3.7616 -4.0580 4.6310
H 5.9343 -3.5462 4.0280
H 5.3470 -2.0146 3.9765
C -2.7914 3.2028 2.8971
C -2.1072 3.0952 4.2722
O -1.8388 4.4619 4.5841
C -2.7386 5.2724 3.9488
O -2.9134 6.5014 4.2018
O -3.3510 4.5534 2.9309
H -3.5740 2.4521 3.0061
H -2.2013 2.9526 2.0154
H -1.1936 2.5099 4.1680
H -2.7420 2.4737 4.9038
C 0.5352 -3.3444 5.4424
C -0.7633 -3.6204 4.5968
O -0.8951 -4.9560 4.8604
C 0.1259 -5.5198 5.5523
O 0.1831 -6.7236 5.7383
O 0.8516 -4.5372 6.0851
H 0.2107 -2.5744 6.1423
H 1.3823 -3.0166 4.8398
H -0.6119 -3.4240 3.5354
H -1.5599 -3.0783 5.1062
C 0.8962 -3.8405 0.3655
C -0.1437 -3.9530 -0.7342
O -0.7697 -5.3033 -0.6000
P -2.3081 -5.4579 -0.3965
O -3.1078 -4.3724 0.1912
O -2.7355 -5.9241 -1.9252
C -3.0066 -4.9162 -2.8890
C -2.8524 -5.2446 -4.3237
O -2.4516 -6.7888 0.5078
C -2.1340 -6.7445 1.8696
C -1.8539 -8.2266 2.3822
H 1.5805 -2.9984 0.4694
H 0.3330 -3.8401 1.2987
H 1.5605 -4.6999 0.4561
H -0.8987 -3.1732 -0.6337
H 0.2564 -4.0065 -1.7467
H -4.0358 -4.6615 -2.6361
H -2.3888 -4.0266 -2.7662
H -2.0233 -4.6897 -4.7627
H -2.9760 -6.3275 -4.3135
H -3.6738 -4.8926 -4.9480
H -1.3163 -6.1372 2.2578
H -3.1489 -6.6773 2.2615
H -2.5856 -8.9292 1.9835
H -0.8686 -8.6304 2.1495
H -1.9716 -8.3504 3.4587
C 7.0083 4.3200 -1.7062
C 6.0020 5.4206 -1.5720
O 4.8671 4.8737 -2.1634
P 3.4511 5.4728 -1.8646
O 2.3483 5.2346 -2.7987
O 3.2217 4.7284 -0.4367
C 1.9404 4.7702 0.0341
C 1.7190 3.7994 1.1835
O 3.7057 6.9888 -1.4143
C 2.8844 8.0601 -1.9016
C 3.5413 9.4402 -2.1580
H 6.8591 3.5011 -1.0023
H 6.9515 3.8694 -2.6970
H 8.0296 4.6851 -1.5976
H 5.9508 5.9130 -0.6009
H 6.3031 6.3800 -1.9928
H 1.7857 5.8225 0.2723
H 1.3294 4.3968 -0.7877
H 2.1877 2.8351 0.9872
H 1.9291 4.2856 2.1361
H 0.6391 3.6572 1.2270
H 2.2839 7.8156 -2.7777
H 2.0821 8.4121 -1.2531
H 2.9515 10.2473 -2.5926
H 3.8368 9.9116 -1.2208
H 4.3932 9.3012 -2.8236
C 0.0009 1.3519 -1.8941
C -0.3822 0.1993 -2.8665
O 0.8165 -0.5806 -3.1941
P 1.8399 -0.1172 -4.3584
O 2.4569 1.1694 -4.0984
O 2.9225 -1.4191 -4.6085
C 4.1116 -1.2319 -5.3738
C 5.3843 -1.8578 -4.8525
O 0.9577 -0.2125 -5.7371
C 0.3954 -1.5008 -6.0517
C -1.0442 -1.4981 -6.6470
H 0.7639 2.0369 -2.2640
H -0.8242 1.9915 -1.5805
H 0.3873 0.8547 -1.0044
H -1.0746 -0.4837 -2.3744
H -0.8626 0.4101 -3.8220
H 3.8453 -1.6520 -6.3437
H 4.2682 -0.2389 -5.7953
H 5.7567 -1.3070 -3.9888
H 5.2045 -2.9023 -4.5981
H 6.1858 -1.8591 -5.5913
H 0.9768 -2.0135 -6.8180
H 0.4053 -2.2125 -5.2262
H -1.6573 -2.2312 -6.1227
H -1.6214 -0.6126 -6.3810
H -1.0660 -1.8237 -7.6870
C -6.5557 1.6433 3.8983
C -6.5582 3.0772 3.3793
O -7.0451 3.4602 2.1150
P -6.2654 3.1073 0.6936
O -5.3554 4.1807 0.1834
O -5.4167 1.7694 0.9387
C -4.7354 1.0988 -0.1495
C -3.4863 0.3191 0.2255
O -7.5016 2.8069 -0.3317
C -8.3520 1.6267 0.0050
C -8.3234 0.8098 -1.2473
H -6.5293 1.5930 4.9868
H -7.4458 1.0296 3.7594
H -5.7492 0.9987 3.5489
H -7.2560 3.5526 4.0686
H -5.5798 3.5277 3.5461
H -5.3898 0.3477 -0.5920
H -4.4853 1.8137 -0.9334
H -3.7709 -0.7045 0.4690
H -2.5373 0.3714 -0.3082
H -3.0063 0.6713 1.1386
H -8.0877 0.9281 0.7988
H -9.3943 1.8762 0.2037
H -8.9655 -0.0637 -1.1340
H -8.6888 1.4133 -2.0782
H -7.3334 0.4587 -1.5382
```

Output
Highest occupied orbital energy (spin up / spin down) ... 0.08020 / -0.22165 hartree
Molecular weight ... 1180.32 g/mol
Multiplicity ... 2
Maximum force ... 7.3 eV/Å
Frontier orbital gap (spin up / spin down) ... 1.09 / 9.26 eV
Total charge ... -2

---

[2]
Entry from the Open Molecules 2025 dataset: a 12-piece molecular cluster, C48H72O36 overall at a distorted geometry (ωB97M-V/def2-TZVPD).

```
156
C48H72O36, DFT ωB97M-V/def2-TZVPD
C 5.4482 -3.1334 -0.6084
C 6.1750 -4.3836 -1.3636
C 7.3822 -4.0626 -2.2109
O 8.4015 -4.8793 -1.7167
C 7.9640 -5.5696 -0.5946
O 8.7332 -6.1128 0.1329
O 6.6333 -5.1757 -0.2875
H 5.4034 -2.2260 -1.2105
H 6.0114 -2.7215 0.2289
H 4.4294 -3.4758 -0.4264
H 5.4038 -4.8406 -1.9836
H 7.8558 -3.1038 -1.9999
H 7.2837 -4.3494 -3.2578
C -1.9936 3.2691 -6.3178
C -1.6987 1.7605 -5.9746
C -2.4034 1.2488 -4.8749
O -2.7515 -0.0588 -5.3205
C -2.6478 -0.1411 -6.5922
O -2.8955 -1.2165 -7.1584
O -2.0879 0.9518 -7.1507
H -1.1215 3.5294 -6.9177
H -1.9423 4.0402 -5.5490
H -2.7473 3.1461 -7.0955
H -0.6282 1.7581 -5.7692
H -3.3832 1.7155 -4.7741
H -1.7267 1.2195 -4.0209
C -6.3610 1.7978 -0.0610
C -5.2648 1.3049 -1.0189
C -4.2856 0.3616 -0.4786
O -4.2287 -0.7318 -1.3343
C -5.2344 -0.6520 -2.2304
O -5.3485 -1.4621 -3.0866
O -5.8688 0.4830 -2.0244
H -6.5333 1.0526 0.7156
H -7.3070 1.9576 -0.5784
H -6.1440 2.6187 0.6224
H -4.7628 2.1086 -1.5577
H -4.5625 0.0195 0.5186
H -3.2826 0.7653 -0.3399
C 1.5612 -4.9866 -0.8913
C 0.1723 -5.4047 -0.4027
C 0.2145 -6.0242 0.9624
O -0.7009 -5.0845 1.5796
C -1.1219 -4.1036 0.7707
O -1.5477 -3.0740 1.1745
O -0.5340 -4.2492 -0.3132
H 2.0469 -4.2371 -0.2664
H 1.7052 -4.6372 -1.9137
H 2.2706 -5.8059 -1.0077
H -0.3462 -6.0765 -1.0868
H 1.1831 -5.7167 1.3566
H -0.0385 -7.0841 0.9850
C -0.0684 -1.4451 4.2057
C -0.3473 -2.4422 5.3547
C -1.6884 -2.3867 6.0417
O -2.0895 -3.7630 6.1721
C -1.4216 -4.5644 5.3300
O -1.6449 -5.7508 5.1469
O -0.2930 -3.8150 4.8791
H -1.0418 -1.1655 3.8026
H 0.5776 -1.9694 3.5015
H 0.3327 -0.5395 4.6608
H 0.3751 -2.1935 6.1322
H -2.5054 -1.8535 5.5556
H -1.4830 -2.0262 7.0497
C -3.3302 1.0242 4.1631
C -4.4206 2.1372 4.2656
C -3.7864 3.4804 4.7673
O -4.2019 4.4196 3.7872
C -4.7339 3.8598 2.7456
O -4.9924 4.4221 1.6859
O -4.9053 2.5574 2.9918
H -2.8584 0.6582 5.0749
H -2.5188 1.4170 3.5502
H -3.7367 0.1270 3.6963
H -5.2799 1.7761 4.8307
H -2.7086 3.3895 4.6329
H -4.0859 3.4525 5.8150
C 3.6214 -2.9713 2.5124
C 3.7073 -4.3441 3.1226
C 4.7410 -5.3053 2.5689
O 5.7006 -5.4793 3.5409
C 5.3228 -4.8453 4.6564
O 6.0562 -4.6504 5.6372
O 4.2030 -4.1874 4.4357
H 3.2398 -2.7673 1.5119
H 4.4329 -2.2530 2.6286
H 2.9400 -2.4574 3.1904
H 2.6791 -4.6676 3.2844
H 5.4082 -4.8977 1.8094
H 4.3181 -6.2322 2.1813
C -0.5237 1.8073 -1.4033
C 0.3578 1.1016 -0.3350
C -0.1975 -0.0602 0.5591
O 1.0350 -0.8249 0.7859
C 1.8118 -0.5760 -0.2752
O 2.9270 -1.0009 -0.5541
O 1.2256 0.3489 -1.0807
H -1.2556 2.5540 -1.0952
H -1.1257 1.0857 -1.9556
H 0.0479 2.2484 -2.2199
H 0.9070 1.8531 0.2321
H -1.0270 -0.6009 0.1036
H -0.6765 0.3682 1.4395
C -3.3158 5.0141 -1.5997
C -4.5474 5.7590 -1.9982
C -4.2719 6.8577 -2.9587
O -4.5951 6.2882 -4.1780
C -5.2602 5.2034 -4.0648
O -5.7526 4.5489 -4.9819
O -5.3627 4.8573 -2.7685
H -2.7630 5.7539 -1.0208
H -2.7506 4.5182 -2.3889
H -3.5435 4.2004 -0.9112
H -5.0434 6.2592 -1.1664
H -3.2742 7.2940 -2.9101
H -4.9642 7.6390 -2.6449
C 5.1465 1.1358 0.5913
C 5.9305 2.4715 0.5457
C 6.1657 2.9583 1.9740
O 7.4899 3.5298 1.8997
C 8.1869 3.0440 0.9208
O 9.3675 3.2286 0.7201
O 7.3020 2.1371 0.2239
H 5.0447 0.7269 -0.4140
H 4.1251 1.1813 0.9691
H 5.9166 0.4895 1.0124
H 5.7174 3.1766 -0.2578
H 6.1028 2.2005 2.7550
H 5.4798 3.7949 2.1070
C -1.6675 -4.8257 -3.8547
C -1.8335 -3.3079 -3.9726
C -1.8187 -2.5580 -2.7183
O -0.7070 -1.6736 -2.7940
C -0.0487 -1.8343 -3.9014
O 0.9154 -1.1261 -4.1775
O -0.8049 -2.7267 -4.6282
H -1.5305 -5.2225 -4.8607
H -2.5824 -5.2696 -3.4623
H -0.8879 -5.1871 -3.1841
H -2.7096 -2.9571 -4.5180
H -1.7538 -3.2319 -1.8640
H -2.6863 -1.8982 -2.7142
C 0.0268 6.8981 -0.0985
C 0.4212 5.7384 0.8311
C 0.1596 6.0266 2.2799
O -0.2970 4.7644 2.7405
C -0.6120 4.0383 1.7635
O -1.0374 2.8957 1.7992
O -0.4292 4.6078 0.6321
H -0.9086 7.3823 0.1822
H -0.1079 6.6045 -1.1395
H 0.8145 7.6478 -0.0237
H 1.4155 5.3247 0.6625
H -0.6182 6.7903 2.2792
H 0.9598 6.4513 2.8860
```

Output
Highest occupied orbital energy ... -0.37772 hartree
SMILES ... C[C@H]1COC(=O)O1.C[C@H]1COC(=O)O1.C[C@H]1COC(=O)O1.C[C@H]1COC(=O)O1.C[C@H]1COC(=O)O1.C[C@H]1COC(=O)O1.C[C@H]1COC(=O)O1.C[C@H]1COC(=O)O1.C[C@H]1COC(=O)O1.C[C@H]1COC(=O)O1.C[C@H]1COC(=O)O1.C[C@H]1COC(=O)O1
Molecular weight ... 1225.07 g/mol
Maximum force ... 6.2 eV/Å
Energy relative to the best compared isomer or geometry (same formula, charge and spin) ... 10.918 eV
Frontier orbital gap ... 9.65 eV
Total charge ... 0